Entry 1:
DFT (ωB97M-V/def2-TZVPD) results for a molecular structure, C28H37BrClF3NO7PS3Si2.

Net charge: 0
HOMO (eV): -8.39
E (eV): -193730.991
LUMO (eV): -1.1
Relative energy (zero: lowest compared OMol25 entry of this formula, charge and spin) (kcal per mole): 0.0
Strongest force on any atom (eV/A): 0.93
HOMO-LUMO gap (eV): 7.32

The geometry in XYZ format:
```
84
Properties=species:S:1:pos:R:3:forces:R:3
F 4.5301 2.5321 0.9826 -0.37 -0.53 -0.01
C 3.7781 1.3984 1.1112 0.39 0.19 0.41
F 3.3315 1.3752 2.4037 0.19 0.03 -0.49
F 4.6518 0.3507 0.9921 -0.34 0.34 0.05
Si 2.3563 1.2456 -0.1832 0.28 -0.11 0.03
C 3.1969 0.9554 -1.8220 -0.16 0.38 0.12
C 2.6169 1.7061 -3.0386 0.25 -0.14 -0.35
C 1.6143 0.8726 -3.8230 -0.11 -0.11 0.46
Cl 1.4044 1.4884 -5.4754 -0.06 0.07 -0.15
C 1.2835 -0.1676 0.3927 0.09 -0.15 -0.12
C 0.8309 -1.1738 -0.6931 -0.40 0.09 0.37
C -0.6625 -1.5283 -0.5838 0.47 -0.41 -0.24
S -1.6072 -0.4476 -1.6921 -0.27 0.34 0.09
C -3.0230 -1.4965 -2.1063 -0.12 -0.20 -0.14
S -2.8855 -2.6426 -3.2217 0.04 -0.19 0.04
N -4.2651 -1.2270 -1.4558 0.56 0.51 0.41
C -4.5971 0.1743 -1.5973 -0.26 -0.02 -0.08
C -5.2037 0.5555 -2.7864 -0.02 0.25 -0.04
C -5.5089 1.8939 -3.0139 0.15 0.07 0.18
C -5.2109 2.8495 -2.0492 0.00 -0.16 -0.01
C -4.6146 2.4613 -0.8526 0.04 -0.17 -0.08
C -4.3005 1.1286 -0.6256 -0.03 0.01 -0.13
C -4.4314 -1.8110 -0.1645 -0.24 -0.12 -0.04
C -3.5919 -2.8167 0.3088 -0.03 -0.04 0.05
C -3.8144 -3.3841 1.5573 -0.17 0.08 -0.02
C -4.8804 -2.9734 2.3452 0.11 -0.04 -0.14
C -5.7346 -1.9895 1.8604 0.13 -0.04 -0.02
C -5.5165 -1.4107 0.6209 0.06 -0.09 0.03
O 1.5972 2.7245 -0.1241 -0.18 -0.45 -0.06
Si 0.0479 3.0242 -0.5146 -0.22 0.48 0.08
Br -1.2779 2.7679 1.2435 0.01 -0.07 -0.05
P -0.0408 5.1881 -1.1399 0.76 0.18 -0.51
S 1.4575 5.6076 -2.3322 -0.15 -0.11 0.07
H 4.2304 1.2831 -1.6845 0.03 -0.05 0.03
H 3.2311 -0.1207 -2.0048 0.10 -0.04 -0.04
H 2.1947 2.6746 -2.7655 -0.05 0.01 0.00
H 3.4356 1.9313 -3.7243 0.02 0.01 0.03
H 0.6240 0.8535 -3.3680 -0.01 0.05 0.01
H 1.9522 -0.1608 -3.8901 0.05 0.02 -0.18
H 0.4161 0.1859 0.9544 0.04 0.17 0.02
H 1.8904 -0.7070 1.1264 -0.04 0.04 0.09
H 1.0048 -0.7991 -1.7008 0.18 -0.12 -0.06
H 1.3850 -2.1026 -0.5623 0.12 0.04 -0.14
H -1.0037 -1.4361 0.4443 -0.13 -0.04 0.01
H -0.8046 -2.5562 -0.9139 -0.08 0.03 -0.01
H -5.4350 -0.1918 -3.5338 0.03 -0.07 0.04
H -5.9707 2.1988 -3.9430 -0.03 -0.06 -0.02
H -5.4433 3.8907 -2.2333 -0.01 -0.01 0.04
H -4.3684 3.1903 -0.0924 -0.04 0.07 -0.01
H -3.8184 0.8306 0.2960 -0.01 -0.02 -0.01
H -2.7671 -3.1912 -0.2796 -0.02 0.05 -0.05
H -3.1432 -4.1602 1.9006 0.02 0.00 0.04
H -5.0439 -3.4251 3.3132 -0.04 0.02 0.04
H -6.5806 -1.6704 2.4534 -0.04 0.03 0.00
H -6.1886 -0.6463 0.2575 -0.03 -0.01 -0.02
H -0.4270 2.2139 -1.6436 0.01 -0.08 0.04
H -1.3075 5.3812 -1.7184 -0.19 -0.03 0.25
H -0.0853 5.9680 0.0261 -0.27 -0.04 0.14
C -1.9633 -6.5462 -2.3268 -0.09 0.15 0.09
C -0.6264 -6.1859 -1.7324 -0.04 -0.11 -0.06
C 0.0614 -7.2858 -0.9442 -0.01 0.00 0.00
O 0.8045 -6.5475 0.0369 -0.02 -0.08 0.01
C 0.1862 -5.3645 0.2266 -0.17 0.06 -0.14
O 0.4279 -4.5871 1.0907 0.13 0.09 0.12
O -0.7683 -5.1730 -0.7157 0.00 0.06 -0.09
H -1.8760 -7.4538 -2.9244 0.02 -0.01 -0.02
H -2.6960 -6.7080 -1.5359 0.03 -0.09 0.02
H -2.3336 -5.7473 -2.9678 0.01 0.00 0.00
H 0.0446 -5.7875 -2.4981 0.03 0.00 0.01
H 0.7387 -7.8933 -1.5376 0.08 0.05 0.04
H -0.6552 -7.9288 -0.4282 -0.03 0.00 -0.02
C 5.0120 3.8392 3.8006 -0.10 0.25 0.15
C 6.1831 4.4810 4.4978 -0.03 -0.09 0.00
C 6.8356 3.6399 5.5781 0.02 0.01 0.01
O 7.3276 4.6300 6.4877 0.00 -0.10 0.02
C 6.5704 5.7453 6.3467 -0.02 -0.05 -0.07
O 6.6026 6.6799 7.0757 0.01 0.08 0.06
O 5.7740 5.6346 5.2595 0.00 0.04 -0.10
H 5.2936 2.8590 3.4238 0.02 -0.03 -0.03
H 4.1771 3.7296 4.4936 0.04 -0.09 0.04
H 4.6750 4.4479 2.9638 0.02 -0.03 -0.03
H 6.9296 4.8171 3.7731 0.03 0.00 0.02
H 7.6584 3.0274 5.2198 0.06 0.06 0.03
H 6.1091 3.0123 6.1002 -0.03 -0.01 -0.03
```
Forces are in eV/Å.

Entry 2:
DFT (ωB97M-V/def2-TZVPD) results for a molecular structure, C28H37ClFeN4P2 at a distorted geometry.

Net charge: 0
HOMO (alpha / beta) (eV): -5.89 / -7.64
E (eV): -101077.983
LUMO (alpha / beta) (eV): -0.1 / 0.0
Multiplicity: 5
Strongest force on any atom (eV/A): 3.35
HOMO-LUMO gap (alpha / beta) (eV): 5.80 / 7.68

The geometry in XYZ format:
```
73
Properties=species:S:1:pos:R:3:forces:R:3
Fe 1.2342 1.3709 -0.4006 -0.95 -0.27 -0.14
C 1.9592 -0.9353 0.7816 1.02 1.53 0.67
C 2.7156 0.2238 0.8011 0.23 -1.07 0.71
C 3.9635 0.5457 -0.0357 0.22 -0.12 0.24
C 3.6854 1.2632 -1.3770 0.69 -0.10 -0.29
C 2.4374 0.8682 -2.1420 0.25 -1.62 -0.47
C 1.8826 -0.4030 -2.1153 0.72 1.74 -0.75
C 2.5198 -1.6307 -1.6016 0.36 -0.63 0.20
C 2.0753 -2.0469 -0.1849 -0.18 -0.54 -0.25
C -0.2862 1.5442 -1.7007 -0.49 0.57 -0.54
H 1.2654 -1.0767 1.6099 -0.07 0.16 -0.30
H 2.6047 0.8813 1.6902 -0.02 -0.58 -0.64
H 4.6158 -0.3264 -0.2400 -0.62 0.20 0.29
H 4.5892 1.2244 0.5820 -0.42 -0.39 -0.41
H 3.7197 2.3554 -1.2201 -0.25 -0.27 -0.11
H 4.5458 1.0600 -2.0308 0.01 0.14 0.06
H 2.1423 1.5662 -2.9418 -0.29 -0.21 0.82
H 0.9088 -0.5437 -2.5798 0.31 0.13 -0.21
H 3.6157 -1.5899 -1.6422 -0.28 0.17 -0.09
H 2.2063 -2.4133 -2.3080 0.24 -0.01 0.29
H 1.1252 -2.5925 -0.2618 0.08 0.24 0.18
H 2.7898 -2.7732 0.2257 -0.03 0.01 -0.15
H -0.7861 0.5768 -1.8346 0.04 0.16 0.15
H 0.0524 1.8934 -2.6834 -0.34 0.10 -0.01
H -0.9908 2.2536 -1.2566 -0.16 -0.05 -0.35
P 5.8443 3.1253 -3.2777 1.96 0.63 -2.61
P 6.8548 2.7691 0.1226 3.33 -0.19 0.33
N 6.0991 2.0385 -4.6444 -0.35 -0.93 -0.25
N 6.2153 4.5683 -4.2531 -0.47 0.78 0.60
N 7.9131 1.3235 0.2925 -0.54 -0.55 -0.26
N 7.6929 3.6909 1.3561 -0.02 1.39 0.64
C 7.5648 2.8961 -2.6213 0.18 -0.12 0.44
C 7.8229 3.5802 -1.2776 -0.49 0.17 -0.17
C 5.0674 1.3876 -5.3291 0.91 -0.17 -0.51
C 5.5940 0.7764 -6.4617 -0.08 0.55 0.94
C 6.9978 1.0536 -6.4820 -0.17 0.52 0.99
C 7.2774 1.8205 -5.3622 -0.62 -0.55 -0.45
C 5.3003 5.6199 -4.3554 0.92 0.13 -0.66
C 5.8702 6.6356 -5.1072 0.04 -0.72 0.63
C 7.2065 6.2295 -5.4304 -0.48 -1.19 0.58
C 7.3797 4.9430 -4.9269 -0.58 0.96 0.07
C 7.4975 0.0362 0.6992 0.82 -0.09 -0.57
C 8.4979 -0.8821 0.3722 -0.68 0.89 0.26
C 9.5779 -0.1444 -0.2195 -0.84 0.93 0.21
C 9.1907 1.1858 -0.2437 -0.05 -0.91 -0.11
C 8.9945 3.5700 1.8626 -0.48 0.57 0.45
C 9.2352 4.6183 2.7420 -0.79 -0.44 -0.79
C 8.0724 5.4684 2.7242 -0.15 -0.64 -0.63
C 7.1656 4.9047 1.8378 0.91 -0.62 0.62
H 8.3258 3.2550 -3.3342 -0.55 -0.25 0.28
H 7.7114 1.8138 -2.4935 0.02 0.12 -0.13
H 8.9163 3.6861 -1.1262 -0.75 -0.27 0.38
H 7.4663 4.6204 -1.2680 -0.13 -0.10 -0.12
H 4.0655 1.4039 -4.9269 0.02 0.02 -0.11
H 5.0484 0.1886 -7.1827 -0.04 0.05 0.07
H 7.7323 0.7217 -7.2065 -0.21 0.07 0.12
H 8.2198 2.2048 -5.0125 -0.09 -0.15 -0.14
H 4.3293 5.5234 -3.8956 0.00 0.08 -0.07
H 5.3908 7.5598 -5.3894 0.04 -0.02 0.10
H 7.9607 6.8127 -5.9330 -0.07 -0.10 -0.17
H 8.2165 4.2660 -5.0182 -0.14 0.34 0.00
H 6.5502 -0.1080 1.2206 0.39 0.08 -0.35
H 8.4464 -1.9584 0.5347 0.04 0.45 0.04
H 10.5218 -0.5062 -0.6021 -0.13 -0.08 0.14
H 9.7338 2.0436 -0.6072 -0.05 -0.24 0.01
H 9.6347 2.7613 1.5376 -0.19 0.10 0.35
H 10.1310 4.7492 3.3389 -0.18 -0.01 -0.21
H 7.9261 6.3733 3.3060 0.01 -0.21 -0.25
H 6.2009 5.2402 1.4892 -0.05 -0.02 0.21
Cl -1.2989 0.4289 1.1916 -0.76 -0.87 0.02
C 0.0001 1.5890 1.1831 0.90 1.10 0.57
H -0.4372 2.5803 1.0320 0.00 -0.08 0.49
H 0.5408 1.5016 2.1291 -0.39 0.29 0.16
```
Forces are in eV/Å.

Entry 3:
DFT (ωB97M-V/def2-TZVPD) results for a molecular structure, C28H37ClIrN4P2 at a distorted geometry.

Net charge: +2
HOMO (alpha / beta) (eV): -11.70 / -12.59
E (eV): -69508.118
LUMO (alpha / beta) (eV): -6.8 / -10.3
Relative energy (zero: lowest compared OMol25 entry of this formula, charge and spin) (kcal per mole): 43.7
Multiplicity: 6
Strongest force on any atom (eV/A): 7.14
HOMO-LUMO gap (alpha / beta) (eV): 4.89 / 2.27

The geometry in XYZ format:
```
73
Properties=species:S:1:pos:R:3:forces:R:3
Ir 0.2808 -1.2349 1.4570 1.66 2.91 2.82
C -0.4322 1.3043 4.5896 -0.88 -1.08 -1.62
C -1.1981 1.6480 3.5329 0.88 -1.31 -0.17
C -0.9288 2.7579 2.5577 -0.37 0.74 -0.69
C -0.1756 2.3251 1.2340 -1.40 1.16 0.93
C 1.1426 1.7133 1.5159 0.36 -1.51 -0.58
C 1.9548 1.8656 2.5866 -0.41 -0.65 -0.95
C 1.7519 2.6164 3.8644 0.07 -0.16 0.62
C 0.8331 1.9562 4.9654 1.17 0.52 0.74
C 1.4372 -1.4018 3.1140 1.58 -1.09 1.23
H -0.6354 0.3305 5.0937 -0.16 1.01 -0.27
H -1.9413 0.9190 3.1678 -0.07 0.42 0.57
H -0.3081 3.5516 2.9975 -0.66 -0.24 -0.10
H -1.9252 3.1968 2.2998 0.81 -0.05 0.01
H -0.8914 1.8115 0.5506 0.69 -0.54 0.63
H 0.0284 3.2030 0.6176 -0.02 0.54 0.18
H 1.4957 1.0793 0.6574 0.30 0.92 0.91
H 2.9127 1.3698 2.4587 0.00 -0.07 0.21
H 1.3892 3.6066 3.6493 -0.06 0.41 -0.03
H 2.7336 2.7626 4.3422 -0.34 -0.08 -0.19
H 1.4511 1.2016 5.4984 -0.36 0.53 -0.19
H 0.6025 2.7590 5.6947 0.35 -0.37 -0.15
H 1.2014 -1.1250 4.1669 -0.22 0.33 -1.01
H 2.4845 -1.1352 2.8565 -0.55 -0.14 0.38
H 1.3591 -2.5132 3.1072 0.50 0.14 0.22
P 1.4186 -1.2896 -0.3541 3.96 -0.24 -5.94
P -2.2577 -0.0259 -0.4128 -0.57 0.84 -1.42
N 2.7837 -0.2028 -0.8888 -0.29 0.16 1.01
N 2.0429 -2.5441 -1.5571 -1.05 0.73 1.47
N -2.1146 1.2693 -1.8178 -0.76 0.26 1.38
N -3.8275 -0.7150 -1.3198 -0.34 -0.58 -0.42
C 0.1865 -0.5257 -1.4117 0.30 0.13 -0.45
C -1.1872 -1.1649 -1.2022 0.55 -1.51 -1.23
C 4.0059 -0.2411 -0.2195 -0.04 0.98 -1.14
C 4.8906 0.6445 -0.8367 -1.61 -0.72 0.40
C 4.1791 1.2705 -1.9062 -0.74 -0.78 0.45
C 2.9021 0.7132 -1.9392 0.40 0.50 0.38
C 2.5825 -3.7486 -1.1739 -0.07 -0.63 -0.86
C 2.9832 -4.4253 -2.3183 -0.47 0.99 0.79
C 2.7243 -3.5843 -3.4391 -0.35 0.60 0.93
C 2.1794 -2.4155 -2.9460 -0.36 -0.42 0.10
C -3.1154 2.2231 -1.5814 0.96 -1.01 -0.97
C -3.0694 3.1997 -2.5673 0.58 0.76 -1.25
C -1.9417 2.8976 -3.3666 -1.57 1.74 0.49
C -1.3847 1.6884 -2.9291 -1.47 -0.61 2.20
C -4.5518 -0.2311 -2.3895 0.93 -0.17 1.14
C -5.3149 -1.2388 -2.9767 -0.10 -2.32 0.75
C -5.0785 -2.4052 -2.2180 -0.94 1.34 -1.79
C -4.1598 -2.0593 -1.2287 0.52 1.62 0.40
H 0.5161 -0.5400 -2.4476 -0.27 -0.23 -0.19
H 0.2863 0.5101 -1.1053 -0.40 0.39 0.18
H -1.5629 -1.4641 -2.1958 -0.13 0.00 0.25
H -1.1353 -2.0682 -0.5441 0.04 0.51 -0.64
H 4.1074 -0.9040 0.6154 0.27 -0.14 0.25
H 5.8852 0.8174 -0.4952 0.44 0.14 -0.05
H 4.5342 2.0570 -2.5578 0.00 -0.21 0.00
H 2.0785 0.9788 -2.6043 0.36 -0.26 0.32
H 2.5958 -4.0054 -0.1224 0.10 -0.19 -0.20
H 3.3834 -5.4029 -2.3399 0.41 -0.69 -0.01
H 2.8848 -3.8032 -4.4827 0.11 0.02 0.07
H 1.8314 -1.5481 -3.4934 0.21 -0.16 0.19
H -3.8806 2.0382 -0.8411 0.19 0.24 0.31
H -3.8352 3.9900 -2.6679 0.95 -0.35 -0.03
H -1.5066 3.5397 -4.1164 -0.17 -0.17 -0.29
H -0.5893 1.1354 -3.3616 0.53 -0.40 -0.08
H -4.5192 0.7945 -2.6784 0.04 0.36 -0.20
H -5.9287 -1.1248 -3.8493 -0.24 -0.02 -0.06
H -5.5119 -3.3728 -2.3663 -0.10 -0.27 -0.02
H -3.7379 -2.6653 -0.4568 0.20 -0.37 0.31
Cl -1.4677 -2.7622 3.6206 -0.14 0.23 0.42
C -1.1687 -2.4036 1.9299 -2.08 -1.23 -0.09
H -0.6195 -3.2608 1.5172 -0.58 -0.64 -0.18
H -2.1380 -2.1925 1.4678 -0.09 -0.52 -0.17
```
Forces are in eV/Å.